C19H24FN3O in the gas phase in a non-equilibrium geometry. Source: OMol25; level of theory: wB97M-V/def2-TZVPD.

Calculated values
SMILES string: O=C1NN[C@H]2C[C@H](c3ccccc3)C[C@@H]3N[C@@H]4C[C@H](F)C[C@@H]1[C@@H]4[C@H]23
LUMO, Ha: 0.0229
E, eV: -29326.9519
Multiplicity: 1
Gap between HOMO and LUMO, eV: 8.86

Last columns: bonded neighbours and bond lengths (Å).
Atoms and positions in Å:
1 O 0.27 -3.81 2.89  C2 1.236
2 C 0.49 -2.86 2.13  O1 1.236, N3 1.371, C22 1.540
3 N 1.76 -2.75 1.63  C2 1.371, N4 1.458, H25 1.034
4 N 2.21 -2.00 0.46  N3 1.458, C5 1.453, H26 1.003
5 C 1.45 -0.93 -0.17  N4 1.453, C6 1.514, C24 1.545, H27 1.092
6 C 2.25 -0.34 -1.30  C5 1.514, C7 1.536, H28 1.097, H29 1.093
7 C 1.57 0.75 -2.14  C6 1.536, C8 1.527, C14 1.531, H30 1.062
8 C 1.22 2.07 -1.47  C7 1.527, C9 1.437, C13 1.418
9 C 2.08 2.70 -0.50  C8 1.437, C10 1.418, H31 1.094
10 C 1.80 4.00 -0.01  C9 1.418, C11 1.427, H32 1.100
11 C 0.59 4.64 -0.40  C10 1.427, C12 1.397, H33 1.094
12 C -0.25 4.03 -1.34  C11 1.397, C13 1.407, H34 1.098
13 C 0.07 2.78 -1.90  C8 1.418, C12 1.407, H35 1.092
14 C 0.39 -0.02 -2.74  C7 1.531, C15 1.519, H36 1.095, H37 1.082
15 C -0.58 -0.61 -1.74  C14 1.519, N16 1.460, C24 1.553, H38 1.089
16 N -1.46 0.19 -0.89  C15 1.460, C17 1.471, H39 1.018
17 C -2.07 -0.67 0.14  N16 1.471, C18 1.507, C23 1.543, H40 1.056
18 C -2.52 0.08 1.36  C17 1.507, C19 1.530, H41 1.079, H42 1.075
19 C -2.96 -0.92 2.43  C18 1.530, F20 1.338, C21 1.540, H43 1.111
20 F -3.47 -0.36 3.53  C19 1.338
21 C -1.76 -1.80 2.83  C19 1.540, C22 1.546, H44 1.117, H45 1.104
22 C -0.54 -1.75 1.88  C2 1.540, C21 1.546, C23 1.549, H46 1.094
23 C -0.99 -1.73 0.40  C17 1.543, C22 1.549, C24 1.574, H47 1.100
24 C 0.13 -1.52 -0.70  C5 1.545, C15 1.553, C23 1.574, H48 1.068
25 H 2.39 -3.49 1.99  N3 1.034
26 H 2.60 -2.63 -0.22  N4 1.003
27 H 1.27 -0.13 0.55  C5 1.092
28 H 3.19 0.06 -0.90  C6 1.097
29 H 2.56 -1.14 -1.98  C6 1.093
30 H 2.25 1.01 -2.91  C7 1.062
31 H 3.01 2.24 -0.15  C9 1.094
32 H 2.54 4.48 0.65  C10 1.100
33 H 0.35 5.66 -0.07  C11 1.094
34 H -1.14 4.57 -1.68  C12 1.098
35 H -0.62 2.40 -2.65  C13 1.092
36 H 0.73 -0.86 -3.35  C14 1.095
37 H -0.18 0.55 -3.47  C14 1.082
38 H -1.27 -1.24 -2.31  C15 1.089
39 H -0.92 0.94 -0.45  N16 1.018
40 H -2.96 -1.11 -0.22  C17 1.056
41 H -1.72 0.69 1.75  C18 1.079
42 H -3.33 0.76 1.14  C18 1.075
43 H -3.74 -1.56 1.97  C19 1.111
44 H -2.12 -2.86 2.91  C21 1.117
45 H -1.39 -1.52 3.83  C21 1.104
46 H -0.05 -0.79 2.08  C22 1.094
47 H -1.46 -2.71 0.19  C23 1.100
48 H 0.31 -2.50 -1.08  C24 1.068

Charge distribution, Mulliken scheme, values in e:
1. O -0.697
2. C -0.251
3. N -0.275
4. N -0.356
5. C 0.530
6. C -2.082
7. C 0.691
8. C 0.438
9. C -0.373
10. C -0.686
11. C -0.523
12. C -0.710
13. C -0.192
14. C -1.964
15. C -0.070
16. N -0.268
17. C -0.262
18. C -1.375
19. C 0.314
20. F -0.385
21. C -1.024
22. C 0.472
23. C -0.041
24. C -0.127
25. H 0.310
26. H 0.331
27. H 0.525
28. H 0.277
29. H 0.593
30. H 0.659
31. H 0.282
32. H 0.367
33. H 0.377
34. H 0.374
35. H 0.203
36. H 0.562
37. H 0.496
38. H 0.408
39. H 0.273
40. H 0.141
41. H 0.377
42. H 0.562
43. H 0.334
44. H 0.303
45. H 0.439
46. H 0.505
47. H 0.172
48. H 0.347